[1]
8
Properties=species:S:1:pos:R:3 method="wB97M-V/def2-TZVPD" lumo_energy_ev=-0.53 gap_ev=10.47 charge=0 e_tot_ha=-303.9980 relative_energy_ev=0.321 smiles="O=CC#CC=O" homo_ev=-11.0024
O 0.64 -0.29 2.82
C 0.95 0.29 1.81
C 0.28 0.07 0.53
C -0.28 -0.10 -0.53
C -0.95 -0.29 -1.81
O -1.82 0.44 -2.20
H 1.76 1.03 1.77
H -0.59 -1.15 -2.40

---

[2]
24
Properties=species:S:1:pos:R:3 method="wB97M-V/def2-TZVPD" lumo_energy_ev=0.73 gap_ev=8.98 charge=0 e_tot_ha=-426.4792 relative_energy_ev=2.547 smiles=Cc1ccc(O)cc1.CC homo_ev=-8.2537
C 2.12 -1.63 -2.15
C 1.72 -0.75 -1.01
H 2.47 -2.63 -1.78
H 1.37 -1.90 -2.91
H 3.07 -1.12 -2.54
H 2.45 -1.04 -0.18
H 0.76 -1.08 -0.49
H 1.76 0.28 -1.19
C -1.71 -1.69 1.26
C -1.30 -0.33 0.88
C -0.14 0.21 1.48
C -1.92 0.42 -0.08
C 0.22 1.55 1.47
C -1.57 1.84 -0.32
C -0.51 2.28 0.39
O -0.10 3.50 0.07
H -1.29 -2.06 2.26
H -1.31 -2.44 0.45
H 0.33 -0.44 2.17
H -2.70 0.25 -0.91
H 0.93 2.11 2.16
H -1.92 2.39 -1.19
H 0.14 4.06 0.97
H -2.87 -1.76 1.18

---

[3]
21
Properties=species:S:1:pos:R:3 method="wB97M-V/def2-TZVPD" lumo_energy_ev=0.94 gap_ev=9.07 charge=0 e_tot_ha=-491.7492 relative_energy_ev=0.679 homo_ev=-8.1271
C -0.92 0.82 1.84
C 0.12 0.43 -0.30
C 1.50 0.36 -0.12
C 2.35 -0.44 -0.87
C 1.83 -1.26 -1.91
C 0.44 -1.27 -2.04
C -0.39 -0.43 -1.27
H -1.26 -0.91 2.92
H -0.95 -1.13 1.18
H -0.69 1.12 3.68
H -0.45 2.11 0.34
H 1.92 0.98 0.58
H 3.38 -0.32 -0.59
H 2.51 -1.74 -2.60
H -0.05 -1.90 -2.83
H -2.27 0.30 -0.85
H -2.26 -0.79 -2.12
N -0.95 -0.57 2.04
N -0.71 1.70 2.79
N -0.74 1.15 0.48
N -1.80 -0.42 -1.27